Computed, not measured: a molecular structure, C26H34As2BCsF4N3OS2, with ωB97M-V/def2-TZVPD.

Element x y z (Å)
H: 0.55231 -7.27703 1.14468
H: 4.00828 4.09771 -2.52601
F: -1.42074 -3.51387 3.77980
S: 2.68886 1.40494 1.27758
C: 3.49494 0.76748 -2.68805
H: 0.56592 3.19577 -3.01419
C: -1.50917 5.53566 2.69458
C: -0.94523 1.17454 3.92685
F: -2.21676 -3.84187 1.64411
C: -0.38066 -3.49060 -1.02826
F: -3.62647 -3.02817 3.27967
C: 2.01399 -1.63364 -1.87393
C: 3.08913 1.55130 -0.41743
C: -0.86467 3.74688 0.63415
F: -1.92677 -1.71106 2.45173
C: 0.28289 3.76176 -2.12607
H: 3.74670 -2.49809 -0.02983
H: -2.74423 -6.01982 -1.12208
As: -0.44661 2.48567 -0.82161
H: -2.68171 3.47201 -1.67593
H: 3.40261 3.64778 -0.18445
H: -1.93835 -0.90442 -1.91183
H: -2.26043 1.97684 -2.54184
H: -0.24233 5.51247 -0.43025
H: 4.08198 2.20845 -4.16799
C: 3.76757 3.08603 -2.21739
H: -2.93037 1.89006 -0.90369
C: 0.06121 -6.59110 0.46641
H: 4.78716 -1.72792 -1.25963
H: 0.12053 1.40478 3.95051
N: 2.85307 -0.85733 -0.97717
C: 3.80412 2.04124 -3.13438
C: -2.27979 2.46449 -1.56490
Cs: 0.77974 -1.24455 1.97933
C: 1.13662 -4.60589 0.39447
H: -1.92433 -7.07150 0.89964
As: -1.60812 1.34321 2.08717
C: -1.38895 3.27200 1.84312
H: -3.78077 1.99353 3.30511
H: 0.54845 -1.00855 -0.51296
H: 2.20478 -1.44675 -2.93779
C: 0.55344 -1.29916 -1.55279
C: -1.71264 4.17432 2.85353
H: -1.11078 0.14099 4.23450
C: -1.82532 -5.61425 -0.70898
H: -1.75775 6.22231 3.49458
O: 0.89530 -5.80737 -0.28909
N: -0.44958 -2.35266 -1.75069
H: 0.22868 -0.42651 -2.11494
C: 3.42514 2.83651 -0.90177
H: 2.20261 -2.69015 -1.69969
C: -3.51972 1.28690 2.51651
H: -1.47023 1.83498 4.61596
H: -2.50021 -2.50739 -2.32800
C: -1.65407 -1.83831 -2.40160
C: -1.41815 -4.48630 -1.31128
H: -1.44956 -1.63032 -3.45259
H: -2.12325 3.80796 3.78789
H: -0.42984 4.53893 -2.40658
H: 4.48639 -0.92396 0.29792
H: 3.55319 -0.05814 -3.38920
H: -4.09781 1.51994 1.62249
H: -3.75179 0.27037 2.83401
H: 1.19097 4.20463 -1.72238
C: 4.03317 -1.54345 -0.47708
H: -2.02635 -4.23126 -2.16412
B: -2.31641 -3.05312 2.80575
C: 3.12470 0.50194 -1.36877
C: -0.66027 5.11891 0.48660
C: -1.25150 -6.44597 0.32964
H: -0.79590 7.06703 1.36787
S: 2.12704 -4.66950 1.72095
N: 0.59920 -3.51735 -0.12462
C: -0.97309 6.00704 1.50478

Its spin multiplicity is 1. The calculation puts the gap between HOMO and LUMO at 5.6 eV. Its charge is -1. Its total energy is -189480.93044 eV. The lowest unoccupied orbital energy is 1.65 eV.